Entry 1:
This record from OMol25 describes a structure of composition C30H26BrN2O4PPd at a distorted geometry. The level of theory is ωB97M-V/def2-TZVPD.

Geometry as XYZ:
```
65
Properties=species:S:1:pos:R:3:lowdin_charge:R:1
Pd 0.511 0.008 -0.304 0.751
O -0.736 5.490 0.761 0.033
C -0.064 5.443 -0.447 -0.267
C 0.018 6.552 -1.271 -0.035
C 0.712 6.459 -2.471 -0.094
C 1.313 5.264 -2.831 -0.086
C 1.215 4.162 -1.989 -0.014
C 0.522 4.228 -0.791 -0.093
C 0.463 3.012 0.132 -0.412
O 1.084 1.940 -0.401 -0.299
N -0.970 2.714 0.427 0.032
N -1.441 1.561 0.021 -0.056
C -2.704 1.344 -0.060 -0.205
C -3.198 0.112 -0.643 -0.616
Br -1.900 -0.771 -1.698 0.858
C -4.432 -0.395 -0.614 -0.111
C -5.559 0.117 0.190 -0.222
C -6.854 -0.009 -0.312 -0.042
C -7.944 0.461 0.403 -0.083
C -7.759 1.055 1.644 -0.090
C -6.477 1.162 2.166 -0.080
C -5.386 0.695 1.449 -0.048
H -1.013 6.396 0.932 0.105
H -0.455 7.483 -0.977 0.110
H 0.782 7.326 -3.117 0.101
H 1.861 5.188 -3.761 0.099
H 1.681 3.217 -2.235 0.114
H 0.924 3.298 1.092 0.147
H -1.605 3.469 0.652 0.128
H -3.439 2.101 0.206 0.129
H -4.652 -1.241 -1.254 0.099
H -7.005 -0.476 -1.279 0.113
H -8.941 0.358 -0.008 0.103
H -8.608 1.424 2.204 0.101
H -6.325 1.601 3.144 0.104
H -4.397 0.743 1.885 0.110
O 4.197 -1.038 0.811 0.089
C 3.029 -1.111 0.536 -0.669
O 2.435 -0.323 -0.339 -0.200
C 2.097 -2.161 1.150 -0.216
P 0.687 -2.185 0.016 0.913
C 1.235 -3.083 -1.463 -0.342
C 1.463 -2.435 -2.670 -0.086
C 1.891 -3.155 -3.778 -0.068
C 2.109 -4.520 -3.681 -0.076
C 1.897 -5.175 -2.472 -0.073
C 1.460 -4.459 -1.371 -0.086
C -0.598 -3.258 0.707 -0.357
C -0.651 -3.475 2.083 -0.082
C -1.657 -4.258 2.635 -0.076
C -2.619 -4.826 1.815 -0.079
C -2.571 -4.617 0.442 -0.071
C -1.568 -3.839 -0.110 -0.125
H 1.820 -1.801 2.141 0.095
H 2.572 -3.136 1.246 0.104
H 1.325 -1.364 -2.744 0.093
H 2.062 -2.641 -4.715 0.108
H 2.449 -5.077 -4.544 0.105
H 2.069 -6.240 -2.390 0.105
H 1.278 -4.978 -0.437 0.112
H 0.095 -3.037 2.733 0.095
H -1.685 -4.422 3.704 0.106
H -3.403 -5.436 2.243 0.105
H -3.315 -5.067 -0.202 0.107
H -1.530 -3.701 -1.182 0.084
```

Values from the calculation:
- HOMO energy (eV) = -7.76
- HOMO-LUMO gap (eV) = 7.4
- total charge = 0
- E_LUMO (eV) = -0.33

Entry 2:
This record from OMol25 describes a cluster of 2 separate species, C2H4O4 in total at a distorted geometry. The level of theory is ωB97M-V/def2-TZVPD.

Geometry as XYZ:
```
10
Properties=species:S:1:pos:R:3:lowdin_charge:R:1
C -1.600 -0.956 0.174 0.139
C -0.424 -0.573 -0.244 -0.151
O 1.115 1.772 -0.414 -0.099
O 1.728 -0.791 0.461 0.086
O 0.037 1.375 0.420 -0.223
O 0.724 -0.828 -0.609 0.027
H -1.778 -1.950 0.198 0.049
H -2.399 -0.344 0.489 0.081
H 0.742 2.147 -1.118 0.009
H 1.853 0.146 0.644 0.082
```

Values from the calculation:
- HOMO energy (spin up / spin down) (eV) = -8.97 / -8.97
- HOMO-LUMO gap (spin up / spin down) (eV) = 8.6 / 8.6
- total charge = 0
- E_LUMO (spin up / spin down) (eV) = -0.38 / -0.38

Entry 3:
This record from OMol25 describes a cluster of 2 separate species, C11H18 in total at a distorted geometry. The level of theory is ωB97M-V/def2-TZVPD.

Geometry as XYZ:
```
29
Properties=species:S:1:pos:R:3:lowdin_charge:R:1
C -2.920 2.968 -0.393 -0.062
C -1.427 -0.373 0.547 -0.102
C -1.779 0.960 0.609 -0.047
C -1.920 -1.184 -0.476 -0.099
C -2.648 1.493 -0.352 -0.280
C -2.790 -0.652 -1.429 -0.089
C -3.078 0.689 -1.408 -0.063
H -0.858 -0.884 1.313 0.096
H -1.430 1.708 1.308 0.107
H -1.719 -2.245 -0.412 0.100
H -3.237 -1.376 -2.101 0.102
H -2.752 3.460 0.562 0.073
H -3.953 3.144 -0.708 0.078
H -3.635 1.165 -2.209 0.112
H -2.319 3.472 -1.155 0.084
C 2.274 -0.726 0.711 -0.472
C 2.473 -2.268 0.829 -0.079
C 3.481 0.084 1.153 -0.100
C 1.928 -0.501 -0.785 -0.092
H 1.459 -0.442 1.378 0.100
H 3.380 -2.486 1.402 0.066
H 2.675 -2.648 -0.169 0.066
H 4.388 -0.435 0.803 0.077
H 3.433 1.104 0.784 0.072
H 3.717 0.067 2.221 0.074
H 1.043 -1.080 -1.032 0.060
H 1.699 0.541 -1.021 0.072
H 2.830 -0.763 -1.336 0.078
H 1.684 -2.790 1.364 0.067
```

Values from the calculation:
- HOMO energy (eV) = -9.00
- HOMO-LUMO gap (eV) = 10.0
- total charge = 0
- SMILES = Cc1ccccc1.CC(C)C
- E_LUMO (eV) = 0.97

Entry 4:
This record from OMol25 describes a cluster of 2 separate species, C8H8N4O4 in total at a distorted geometry. The level of theory is ωB97M-V/def2-TZVPD.

Geometry as XYZ:
```
24
Properties=species:S:1:pos:R:3:lowdin_charge:R:1
C -0.752 -0.749 -1.818 -0.318
C -1.298 -1.355 -2.968 -0.002
C -0.398 -1.655 -3.897 -0.101
C 1.541 -1.156 -2.744 -0.429
C 0.582 1.710 3.980 -0.506
C -0.785 1.491 3.889 -0.053
C -1.412 1.192 2.797 -0.061
C 0.617 0.827 1.678 -0.463
H 0.963 -0.418 -0.957 0.054
H -2.402 -1.184 -3.116 0.149
H -0.702 -2.181 -4.839 0.156
H 1.427 -2.000 -4.580 0.132
H 2.241 1.715 2.887 0.224
H -1.559 1.588 4.600 0.110
H -2.513 0.965 2.885 0.143
H -1.269 0.166 0.851 0.116
N 0.658 -0.495 -1.848 0.209
N 0.922 -1.728 -3.817 0.153
N 1.218 1.335 2.826 0.195
N -0.769 0.784 1.566 0.131
O -1.323 -0.565 -0.644 -0.045
O 2.653 -1.321 -2.253 0.093
O 1.044 2.453 4.826 0.081
O 1.317 0.581 0.695 0.037
```

Values from the calculation:
- HOMO energy (eV) = -9.17
- HOMO-LUMO gap (eV) = 9.1
- total charge = 0
- SMILES = O=c1cc[nH]c(=O)[nH]1.O=c1cc[nH]c(=O)[nH]1
- E_LUMO (eV) = -0.12

Entry 5:
This record from OMol25 describes a structure of composition C41H57BN6O3SbSe4Sn at a distorted geometry. The level of theory is ωB97M-V/def2-TZVPD.

Geometry as XYZ:
```
114
Properties=species:S:1:pos:R:3:lowdin_charge:R:1
Sn -1.300 0.233 0.539 1.319
C -0.152 -3.167 -2.839 -0.062
C -0.858 -1.804 -2.639 -0.380
C -1.780 -1.592 -3.873 -0.099
C 0.152 -0.682 -2.444 -0.242
C 1.090 -0.276 -3.387 0.029
C 1.771 0.748 -2.790 -0.203
C 2.892 1.541 -3.384 -0.338
C 3.301 0.839 -4.691 -0.086
C 2.438 2.978 -3.713 -0.039
N 1.264 0.933 -1.545 0.057
N 0.264 0.043 -1.341 0.013
B 1.664 2.000 -0.496 -0.537
N 0.596 3.110 -0.322 0.069
N -0.691 2.665 -0.226 0.010
C -1.527 3.675 -0.317 -0.270
C -0.765 4.838 -0.534 0.028
C 0.564 4.480 -0.518 -0.223
C 1.803 5.257 -0.600 -0.363
C 2.083 5.893 0.797 -0.058
C 1.572 6.408 -1.583 -0.077
C -3.016 3.574 -0.284 -0.391
C -3.678 4.255 0.920 -0.081
C -3.627 4.078 -1.580 -0.059
N 1.959 1.302 0.834 0.080
N 0.918 0.644 1.471 0.023
C 1.415 0.150 2.601 -0.271
C 2.782 0.387 2.653 0.033
C 3.069 1.154 1.579 -0.229
C 4.443 1.639 1.265 -0.295
C 5.052 0.923 -0.019 -0.029
C 4.583 3.198 1.195 -0.052
C 0.509 -0.445 3.593 -0.384
C -0.430 0.538 4.323 -0.040
C 1.222 -1.344 4.595 -0.076
H -0.944 -3.957 -2.755 0.088
H 0.303 -3.241 -3.839 0.080
H 0.657 -3.401 -2.126 0.079
H -1.454 -1.867 -1.778 0.008
H -1.119 -1.508 -4.755 0.077
H -2.422 -2.434 -4.064 0.066
H -2.388 -0.682 -3.748 0.037
H 1.281 -0.670 -4.349 0.099
H 3.784 1.512 -2.725 0.124
H 2.503 0.960 -5.399 0.069
H 4.232 1.279 -5.132 0.093
H 3.443 -0.233 -4.599 0.074
H 1.579 2.922 -4.347 0.079
H 2.145 3.618 -2.846 0.068
H 3.196 3.519 -4.254 0.072
H 2.693 2.453 -0.890 0.105
H -1.158 5.839 -0.559 0.111
H 2.683 4.659 -0.867 0.105
H 1.314 6.636 1.000 0.074
H 2.123 5.165 1.622 0.074
H 3.033 6.432 0.823 0.075
H 0.928 7.201 -1.179 0.079
H 2.507 6.848 -1.939 0.075
H 1.065 6.006 -2.485 0.086
H -3.247 2.507 -0.173 0.077
H -3.445 5.304 0.850 0.065
H -4.731 4.153 0.869 0.025
H -3.279 3.934 1.902 0.093
H -3.413 5.161 -1.691 0.085
H -3.369 3.509 -2.491 0.092
H -4.687 3.950 -1.449 0.067
H 3.383 0.193 3.494 0.104
H 5.038 1.321 2.136 0.128
H 4.312 0.827 -0.803 0.044
H 5.939 1.404 -0.350 0.058
H 5.350 -0.101 0.229 0.077
H 4.249 3.637 0.235 0.059
H 3.888 3.643 1.897 0.063
H 5.596 3.581 1.358 0.075
H -0.119 -1.110 2.973 0.101
H 0.218 1.197 4.895 0.077
H -1.045 1.143 3.673 0.050
H -1.052 -0.013 5.052 0.093
H 1.771 -0.740 5.312 0.077
H 0.540 -2.015 5.117 0.081
H 1.971 -1.922 4.055 0.075
O -0.437 -3.275 0.304 -0.025
C -1.599 -3.912 0.978 -0.272
C -2.516 -2.739 1.394 -0.601
O -3.714 -2.965 1.652 -0.134
O -1.941 -1.611 1.537 -0.354
C -1.178 -4.553 2.265 -0.131
C -1.933 -5.580 2.888 -0.008
C -1.497 -6.158 4.073 -0.093
C -0.268 -5.802 4.564 -0.106
C 0.535 -4.798 3.983 -0.087
C 0.025 -4.152 2.897 -0.029
C -2.164 -4.908 -0.056 -0.139
C -1.479 -6.123 -0.269 -0.039
C -1.917 -6.998 -1.224 -0.097
C -3.010 -6.627 -1.991 -0.099
C -3.686 -5.440 -1.781 -0.060
C -3.266 -4.576 -0.804 -0.026
H -0.234 -3.770 -0.496 0.050
H -2.807 -5.998 2.386 0.128
H -2.136 -6.879 4.572 0.103
H 0.096 -6.356 5.422 0.094
H 1.494 -4.613 4.462 0.102
H 0.508 -3.286 2.418 0.115
H -0.668 -6.414 0.420 0.131
H -1.467 -7.975 -1.304 0.099
H -3.384 -7.424 -2.636 0.100
H -4.559 -5.187 -2.380 0.115
H -3.742 -3.657 -0.598 0.042
Se -7.169 -2.638 1.187 -0.153
Sb -5.293 -1.152 0.698 0.099
Se -4.176 0.270 2.480 -0.017
Se -3.946 -0.846 -1.438 0.021
Se -5.910 1.352 1.263 -0.066
```

Values from the calculation:
- HOMO energy (eV) = -4.43
- HOMO-LUMO gap (eV) = 6.3
- total charge = -1
- E_LUMO (eV) = 1.91

The records above give, respectively, E_tot values of -125511.690 -10319.269 -11698.616 -22575.629 -332963.218 eV.
The records above give, respectively, ΔE to the lowest compared entry with this formula, charge and spin values of 19.93 233.61 15.31 76.12 2.08 kcal per mole.